(1)
16
Properties=species:S:1:pos:R:3 method="wB97M-V/def2-TZVPD" smiles="C[C@H](CS)NC=O" e_above_lowest_kcal_mol=11.9 lumo_energy_ev=0.74 charge=0
O 1.98109 -1.12519 -1.77143
C 2.12741 -1.02791 -0.57249
N 1.23189 -0.46458 0.28218
C 0.03105 0.19783 -0.21643
C -1.16233 -0.70336 0.05150
S -2.68667 -0.02243 -0.77268
C -0.08473 1.57434 0.41083
H 3.03139 -1.38719 -0.07056
H 1.54594 -0.25626 1.21577
H 0.13583 0.28759 -1.29719
H -0.98093 -1.70044 -0.32705
H -1.42051 -0.76440 1.10280
H -3.53242 -0.37652 0.19971
H 0.89798 2.05040 0.32689
H -0.28621 1.51102 1.48788
H -0.82878 2.20712 -0.04974


(2)
16
Properties=species:S:1:pos:R:3 method="wB97M-V/def2-TZVPD" smiles="N[C@H](C=O)CCS" e_above_lowest_kcal_mol=28.0 lumo_energy_ev=0.80 charge=0
O -1.13692 1.64041 2.39860
C -0.17032 1.19012 1.84416
C -0.25939 0.09184 0.81219
C 0.56658 0.47489 -0.40347
C 0.54967 -0.53516 -1.52729
S 1.59532 -1.96243 -1.09061
N -1.61351 -0.29555 0.48562
H 0.82074 1.59215 2.12012
H 0.22752 -0.78953 1.26196
H 1.59498 0.55620 -0.04537
H 0.33162 1.49095 -0.72594
H -0.45938 -0.89712 -1.72713
H 0.92092 -0.06815 -2.43562
H 1.21292 -2.70178 -2.13695
H -2.17267 -0.17316 1.32678
H -2.00808 0.38632 -0.15704